No. 1
Computed, not measured: C29H31MoN2O as an isolated structure, with wB97M-V/def2-TZVPD.

Results
* calculated total energy: -1375.58859 Ha
* charge: +3
* orbital gap (spin up / spin down): 5.0 / 5.2 eV
* spin multiplicity: 1

Last column: natural (NBO) charge in e.
Atoms and positions in Å:
Mo 0.317 0.115 0.595  1.47
C -2.099 0.616 -0.557  -0.15
C -1.871 1.114 0.735  -0.26
C -1.626 0.203 1.789  -0.23
C -1.645 -1.187 1.551  -0.22
C -1.899 -1.653 0.266  -0.11
C -2.092 -0.752 -0.792  -0.14
H -2.269 1.309 -1.370  0.29
H -1.910 2.182 0.918  0.30
H -1.487 0.590 2.796  0.28
H -1.469 -1.881 2.364  0.29
H -1.928 -2.719 0.080  0.28
H -2.267 -1.126 -1.793  0.28
C 4.329 3.176 0.874  -0.60
C 2.898 2.992 1.391  -0.41
C 1.879 3.555 0.445  -0.02
C 1.654 4.939 0.473  -0.19
C 0.809 5.539 -0.433  -0.14
C 0.180 4.762 -1.403  -0.18
C 0.371 3.377 -1.480  -0.03
C -0.262 2.638 -2.630  -0.43
C 0.483 2.889 -3.947  -0.59
C 1.198 2.799 -0.527  0.09
N 1.369 1.360 -0.565  -0.49
C 2.104 0.773 -1.533  0.18
C 1.984 -0.587 -1.638  0.04
C 2.545 -1.603 -2.429  -0.09
C 1.980 -2.804 -2.016  -0.25
C 1.095 -2.508 -0.981  0.09
N 1.072 -1.174 -0.739  -0.53
H 5.057 2.812 1.598  0.22
H 4.546 4.228 0.694  0.24
H 4.486 2.644 -0.066  0.20
H 2.786 3.491 2.356  0.24
H 2.717 1.927 1.556  0.15
H 2.161 5.534 1.221  0.24
H 0.647 6.607 -0.399  0.25
H -0.473 5.230 -2.130  0.24
H -1.295 2.981 -2.735  0.23
H -0.297 1.553 -2.444  0.17
H 0.557 3.954 -4.161  0.24
H -0.035 2.414 -4.778  0.24
H 1.499 2.493 -3.912  0.19
H 2.726 1.390 -2.174  0.27
H 3.283 -1.463 -3.204  0.28
H 2.176 -3.786 -2.412  0.28
H 0.481 -3.194 -0.417  0.24
C 3.742 -0.863 1.592  -0.73
C 2.706 -0.391 2.545  0.63
O 1.501 -0.185 2.023  -0.64
C 2.871 -0.188 3.913  -0.15
C 1.783 0.176 4.756  -0.10
C 1.987 0.346 6.098  -0.21
C 3.274 0.168 6.625  -0.01
C 4.361 -0.184 5.823  -0.21
C 4.168 -0.370 4.477  -0.08
H 3.329 -1.001 0.597  0.24
H 4.172 -1.803 1.943  0.29
H 4.551 -0.130 1.541  0.29
H 0.793 0.302 4.338  0.22
H 1.170 0.611 6.753  0.26
H 3.432 0.303 7.688  0.26
H 5.341 -0.314 6.260  0.27
H 5.007 -0.647 3.855  0.24

No. 2
Computed, not measured: C29H31N3O3PdS2 as an isolated structure, with wB97M-V/def2-TZVPD.

Results
* calculated total energy: -2437.87698 Ha
* charge: 0
* orbital gap (spin up / spin down): 6.4 / 6.4 eV
* spin multiplicity: 3

Last column: natural (NBO) charge in e.
Atoms and positions in Å:
Pd -0.599 0.578 -1.013  0.89
C -3.705 1.971 1.219  -0.63
C -3.671 0.479 1.406  -0.02
C -4.839 -0.203 1.726  -0.23
C -4.842 -1.582 1.864  -0.19
C -3.667 -2.291 1.676  -0.22
C -2.479 -1.643 1.361  -0.01
C -1.212 -2.420 1.171  -0.63
C -2.484 -0.252 1.240  0.11
N -1.294 0.432 0.896  -0.57
C -0.701 1.271 1.763  0.20
C -1.021 1.242 3.231  -0.67
C 0.244 2.191 1.257  0.19
C 0.819 3.245 2.161  -0.67
N 0.477 2.150 -0.052  -0.63
C 1.412 2.961 -0.724  0.20
C 0.947 3.748 -1.791  -0.05
C -0.516 3.835 -2.144  -0.63
C 1.855 4.491 -2.531  -0.20
C 3.206 4.475 -2.230  -0.21
C 3.656 3.695 -1.179  -0.20
C 2.782 2.925 -0.418  -0.05
C 3.365 2.067 0.674  -0.64
H -4.715 2.298 0.977  0.22
H -3.034 2.288 0.419  0.22
H -3.397 2.499 2.123  0.22
H -5.756 0.358 1.854  0.21
H -5.758 -2.102 2.108  0.21
H -3.663 -3.369 1.772  0.21
H -1.388 -3.487 1.289  0.22
H -0.445 -2.106 1.883  0.22
H -0.802 -2.252 0.172  0.23
H -1.725 0.447 3.465  0.24
H -1.445 2.187 3.578  0.22
H -0.109 1.071 3.807  0.23
H 0.020 3.773 2.683  0.22
H 1.392 3.972 1.590  0.24
H 1.474 2.815 2.921  0.23
H -1.141 3.238 -1.476  0.21
H -0.688 3.500 -3.169  0.23
H -0.861 4.868 -2.073  0.22
H 1.490 5.097 -3.352  0.21
H 3.904 5.057 -2.815  0.21
H 4.713 3.660 -0.946  0.21
H 4.242 1.540 0.297  0.22
H 2.665 1.323 1.041  0.23
H 3.687 2.678 1.521  0.22
O 0.543 -4.625 -3.487  -0.91
S 0.376 -4.297 -2.104  2.29
O -0.732 -4.861 -1.383  -0.93
N 0.337 -2.649 -1.913  -0.78
C 1.335 -2.232 -1.205  0.11
S 1.581 -0.605 -0.725  -0.04
C 2.295 -3.289 -0.762  -0.04
C 3.429 -3.169 0.022  -0.19
C 4.132 -4.326 0.333  -0.20
C 3.704 -5.570 -0.120  -0.19
C 2.558 -5.691 -0.897  -0.17
C 1.879 -4.531 -1.202  -0.33
H 3.751 -2.200 0.379  0.24
H 5.023 -4.261 0.943  0.22
H 4.270 -6.455 0.137  0.22
H 2.215 -6.653 -1.252  0.23
C -2.518 -1.535 -2.600  -0.75
C -1.471 -0.522 -2.343  0.52
O -0.816 0.135 -3.120  -0.51
H -2.786 -1.541 -3.656  0.25
H -3.382 -1.334 -1.966  0.26
H -2.117 -2.507 -2.309  0.29

No. 3
Computed, not measured: C29H32AuO2P2 as an isolated structure, with wB97M-V/def2-TZVPD.

Results
* calculated total energy: -2092.92438 Ha
* charge: +1
* orbital gap: 8.3 eV
* spin multiplicity: 1
* ΔE to the lowest compared entry with this formula, charge and spin: 6.22 kcal/mol

Last column: natural (NBO) charge in e.
Atoms and positions in Å:
Au 0.207 1.202 -1.181  0.50
C 1.473 4.061 -1.608  -0.26
O 0.756 3.124 -2.418  -0.58
C 1.385 2.921 -3.705  -0.10
C 2.360 1.751 -3.809  -0.10
O 1.705 0.501 -3.738  -0.55
C 1.185 0.044 -4.986  -0.26
H 1.458 5.043 -2.083  0.20
H 2.507 3.747 -1.448  0.19
H 0.958 4.114 -0.652  0.21
H 1.911 3.840 -3.973  0.20
H 0.570 2.768 -4.415  0.20
H 3.072 1.780 -2.980  0.20
H 2.916 1.820 -4.749  0.20
H 1.919 -0.597 -5.477  0.19
H 0.925 0.874 -5.646  0.17
H 0.287 -0.532 -4.781  0.20
C -0.323 -0.840 1.517  -1.04
P 0.604 -0.715 -0.048  1.00
C 2.356 -0.769 0.411  -0.30
C 3.283 -1.599 -0.212  -0.21
C 4.619 -1.546 0.163  -0.20
C 5.039 -0.641 1.124  -0.19
C 4.125 0.225 1.712  -0.19
C 2.789 0.162 1.358  -0.23
C 0.152 -2.246 -0.889  -0.40
C -0.815 -2.199 -1.890  -0.18
C -1.250 -3.371 -2.489  -0.19
C -0.729 -4.591 -2.088  -0.19
C 0.226 -4.644 -1.082  -0.15
C 0.665 -3.476 -0.479  -0.22
P -2.098 -0.424 1.056  0.82
C -2.913 -1.037 2.587  -0.25
C -2.841 -2.407 2.846  -0.24
C -3.438 -2.939 3.978  -0.20
C -4.121 -2.113 4.859  -0.20
C -4.236 -0.760 4.584  -0.20
C -3.651 -0.226 3.444  -0.24
C -2.020 1.392 1.323  -0.37
C -2.580 2.206 0.339  -0.15
C -2.604 3.587 0.490  -0.24
C -2.069 4.166 1.630  -0.20
C -1.514 3.363 2.619  -0.20
C -1.490 1.986 2.469  -0.22
H 0.080 -0.155 2.259  0.25
H -0.257 -1.866 1.881  0.27
H 2.964 -2.278 -0.991  0.23
H 5.333 -2.211 -0.303  0.23
H 6.083 -0.596 1.404  0.23
H 4.454 0.951 2.443  0.23
H 2.081 0.849 1.809  0.22
H -1.237 -1.246 -2.180  0.22
H -1.995 -3.329 -3.273  0.23
H -1.066 -5.506 -2.558  0.23
H 0.633 -5.596 -0.769  0.22
H 1.402 -3.522 0.314  0.23
H -2.324 -3.066 2.156  0.21
H -3.374 -4.003 4.167  0.22
H -4.579 -2.527 5.748  0.22
H -4.786 -0.110 5.251  0.22
H -3.776 0.825 3.223  0.22
H -3.033 1.746 -0.532  0.22
H -3.056 4.206 -0.274  0.22
H -2.099 5.240 1.757  0.23
H -1.116 3.815 3.519  0.22
H -1.090 1.373 3.267  0.22

No. 4
Computed, not measured: C29H32Br39ClF6NO7S as an isolated structure, with wB97M-V/def2-TZVPD.

Results
* calculated total energy: -103549.37090 Ha
* charge: +1
* orbital gap: 6.2 eV
* spin multiplicity: 1
* ΔE to the lowest compared entry with this formula, charge and spin: 1.77 kcal/mol

Last column: Löwdin charge in e.
Atoms and positions in Å:
C -5.419 -2.717 -1.171  0.01
C -4.757 -4.073 -0.902  -0.36
O -3.818 -4.010 0.176  -0.15
C -4.070 -4.733 -2.122  -0.09
O -3.740 -3.831 -3.190  0.01
C -2.794 -2.947 -2.870  -0.17
C -1.877 -3.078 -1.844  0.06
N -0.956 -2.115 -1.566  -0.02
S 0.099 -2.464 -0.255  0.77
O 0.337 -1.338 0.591  -0.24
O -0.322 -3.621 0.475  -0.26
C 1.744 -2.905 -1.056  -0.67
F 1.992 -4.175 -0.892  0.20
F 1.802 -2.531 -2.319  0.18
F 2.669 -2.242 -0.387  0.15
C -0.906 -0.969 -2.306  -0.13
C 0.099 0.116 -1.980  -0.03
C -0.480 1.384 -1.308  -0.29
O 0.424 1.754 -0.288  -0.05
C -1.870 1.238 -0.665  -0.58
F -2.074 2.329 0.097  0.09
F -2.861 1.257 -1.563  0.17
F -2.000 0.196 0.138  0.07
C -1.777 -0.788 -3.387  -0.13
C -1.745 0.451 -4.277  -0.19
C -1.156 0.101 -5.695  -0.63
C -0.352 1.294 -6.249  -0.12
Cl -0.019 -1.314 -5.580  0.70
C -2.729 -1.778 -3.677  0.06
C -3.704 -1.642 -4.832  -0.46
O -4.638 -0.911 -4.721  0.18
O -3.466 -2.349 -5.951  0.16
H -4.935 -1.980 -0.516  0.09
H -6.466 -2.731 -0.852  0.09
H -5.417 -2.402 -2.217  0.08
H -5.550 -4.768 -0.586  0.13
H -3.598 -4.929 0.369  -0.05
H -3.189 -5.316 -1.820  0.12
H -4.755 -5.471 -2.551  0.13
H -1.877 -3.966 -1.222  0.12
H 0.531 0.431 -2.940  0.13
H 0.947 -0.217 -1.379  0.09
H -0.508 2.234 -2.007  0.02
H 0.378 2.708 -0.172  0.10
H -1.172 1.261 -3.829  0.09
H -2.801 0.731 -4.447  -0.01
H -1.993 -0.137 -6.357  0.10
H 0.681 1.187 -5.896  0.06
H -0.337 1.330 -7.339  0.09
H -0.754 2.226 -5.840  0.03
H -2.535 -2.291 -6.216  0.10
C -3.462 -2.329 3.681  -1.58
Br -2.486 -1.629 2.172  0.71
Br -3.592 -4.254 3.615  0.60
Br -2.724 -1.719 5.352  0.61
H -4.470 -1.942 3.616  -0.02
C -1.489 4.363 2.846  -1.63
Br 0.159 4.873 3.712  0.61
Br -1.866 2.490 3.093  0.62
Br -2.962 5.473 3.403  0.60
H -1.352 4.524 1.786  -0.04
C -5.380 1.928 -6.453  -1.61
Br -4.814 2.027 -8.293  0.59
Br -3.978 2.516 -5.255  0.70
Br -7.021 2.885 -6.148  0.61
H -5.567 0.887 -6.229  -0.05
C -1.164 -7.147 2.550  -1.59
Br 0.705 -6.734 2.346  0.62
Br -2.160 -6.766 0.935  0.61
Br -1.448 -8.959 3.131  0.57
H -1.553 -6.495 3.321  -0.06
C -0.366 -11.811 6.363  -1.63
Br -0.759 -12.905 7.898  0.59
Br -1.745 -11.953 5.018  0.54
Br -0.039 -9.975 6.855  0.56
H 0.546 -12.191 5.924  -0.03
C 1.755 4.592 -4.616  -1.57
Br 3.234 3.601 -5.349  0.57
Br 0.437 5.024 -5.954  0.62
Br 0.971 3.661 -3.109  0.70
H 2.143 5.529 -4.240  -0.02
C 3.051 7.385 3.592  -1.62
Br 3.099 8.660 5.032  0.56
Br 2.759 8.235 1.887  0.58
Br 4.624 6.265 3.574  0.61
H 2.205 6.738 3.775  -0.12
C 7.168 8.320 5.528  -1.64
Br 7.310 10.059 4.709  0.58
Br 8.851 7.378 5.509  0.57
Br 6.434 8.425 7.309  0.53
H 6.473 7.744 4.933  -0.13
C -5.417 -8.821 1.124  -1.64
Br -5.391 -7.314 2.325  0.54
Br -6.610 -10.202 1.733  0.61
Br -5.815 -8.273 -0.686  0.57
H -4.419 -9.239 1.117  -0.05
C 2.252 6.769 8.780  -1.63
Br 3.663 5.743 7.960  0.54
Br 0.829 7.097 7.524  0.54
Br 1.617 5.959 10.409  0.58
H 2.669 7.731 9.043  -0.03
C 5.135 -0.039 -0.119  -1.65
Br 5.700 0.074 -1.962  0.57
Br 6.562 0.405 1.096  0.60
Br 3.560 1.029 0.204  0.62
H 4.864 -1.068 0.067  -0.05
C 9.907 7.305 9.687  -1.65
Br 10.081 9.046 8.882  0.54
Br 11.582 6.349 9.689  0.57
Br 9.141 7.409 11.454  0.57
H 9.218 6.739 9.074  -0.05
C 6.319 2.968 -8.020  -1.63
Br 5.878 1.763 -6.576  0.53
Br 4.967 2.948 -9.394  0.57
Br 6.659 4.751 -7.375  0.58
H 7.235 2.607 -8.466  -0.03

No. 5
Computed, not measured: C29H32BrCl60FNO3PSi2 as an isolated structure, with wB97M-V/def2-TZVPD.

Results
* calculated total energy: -32610.27360 Ha
* charge: 0
* orbital gap: 8.3 eV
* spin multiplicity: 1

Last column: Löwdin charge in e.
Atoms and positions in Å:
C 4.762 3.382 1.340  -0.08
C 3.475 2.551 1.778  -0.22
N 2.708 1.937 0.664  -0.11
C 1.737 2.868 0.040  -0.24
C 0.625 2.165 -0.839  -0.21
Si -0.511 0.948 0.131  0.33
C 0.183 -0.846 0.078  -0.26
C 1.515 -1.013 0.951  -0.25
C 1.569 -2.351 1.828  -0.38
C 1.349 -3.669 0.983  -0.09
C 3.076 -2.423 2.397  -0.11
O -1.998 0.928 -0.788  -0.40
Si -3.245 0.048 0.014  0.51
C -4.911 0.691 -0.730  -0.30
C -6.129 0.317 0.232  -0.24
C -6.096 1.059 1.633  -0.19
F -5.333 2.267 1.630  -0.28
P -0.881 1.518 2.235  0.49
O 0.512 2.205 2.953  -0.45
Br -1.235 -0.397 3.473  0.24
C 3.544 1.273 -0.302  -0.44
C 4.625 0.257 0.298  -0.04
O 3.517 1.445 -1.524  0.04
H 4.985 4.102 2.196  0.08
H 4.647 3.934 0.360  0.09
H 5.681 2.712 1.285  0.06
H 2.823 3.263 2.379  0.11
H 3.807 1.730 2.475  0.11
H 1.327 3.584 0.822  0.12
H 2.336 3.537 -0.672  0.13
H -0.071 2.997 -1.198  0.09
H 1.041 1.689 -1.777  0.09
H 0.417 -1.055 -1.017  0.09
H -0.556 -1.634 0.412  0.06
H 2.380 -1.103 0.219  0.07
H 1.659 -0.164 1.691  0.09
H 0.833 -2.248 2.689  0.08
H 0.316 -4.104 1.157  0.04
H 1.564 -3.505 -0.113  0.02
H 2.070 -4.486 1.325  0.08
H 3.750 -2.286 1.488  0.07
H 3.290 -1.524 3.062  0.06
H 3.287 -3.408 2.911  0.07
H -3.134 -1.345 -0.423  -0.05
H -3.286 0.219 1.465  -0.05
H -5.050 0.307 -1.785  0.01
H -4.817 1.826 -0.795  0.09
H -6.225 -0.802 0.356  0.11
H -7.064 0.686 -0.302  0.07
H -7.163 1.353 1.893  0.12
H -5.691 0.378 2.440  0.12
H 0.286 2.324 3.893  0.04
H 5.635 0.767 0.367  0.06
H 4.242 -0.052 1.325  0.06
H 4.693 -0.683 -0.318  0.04
C 3.396 -4.005 -2.748  -2.01
Cl 3.451 -2.314 -2.208  0.56
Cl 1.753 -4.642 -2.532  0.54
Cl 3.844 -4.091 -4.463  0.53
Cl 4.536 -4.970 -1.789  0.51
C -1.945 -4.059 5.315  -1.98
Cl -3.227 -3.164 4.447  0.45
Cl -1.074 -5.137 4.208  0.48
Cl -0.798 -2.902 6.018  0.51
Cl -2.686 -5.019 6.609  0.52
C -6.508 6.113 2.173  -2.00
Cl -5.985 4.464 1.779  0.64
Cl -6.202 6.438 3.892  0.51
Cl -5.603 7.278 1.182  0.51
Cl -8.245 6.278 1.840  0.48
C -12.049 6.349 -0.045  -2.03
Cl -11.909 7.514 -1.376  0.52
Cl -11.135 4.881 -0.444  0.51
Cl -11.394 7.067 1.441  0.49
Cl -13.757 5.934 0.202  0.52
C -4.670 -1.534 -4.766  -1.99
Cl -5.677 -0.492 -5.789  0.50
Cl -3.643 -2.556 -5.789  0.54
Cl -3.642 -0.526 -3.726  0.56
Cl -5.715 -2.563 -3.763  0.48
C -4.271 3.403 -7.525  -2.00
Cl -3.931 2.750 -9.147  0.49
Cl -5.942 4.001 -7.470  0.53
Cl -4.065 2.116 -6.322  0.49
Cl -3.158 4.733 -7.158  0.50
C 8.195 -1.932 0.672  -2.00
Cl 8.739 -0.924 -0.683  0.50
Cl 6.939 -3.054 0.104  0.48
Cl 9.570 -2.855 1.312  0.52
Cl 7.530 -0.897 1.951  0.52
C -0.275 5.730 -10.120  -2.01
Cl -1.685 4.655 -10.091  0.47
Cl -0.442 6.894 -11.449  0.52
Cl -0.168 6.605 -8.578  0.49
Cl 1.198 4.767 -10.358  0.51
C -9.867 -0.908 -2.148  -2.02
Cl -11.251 -2.018 -2.176  0.52
Cl -10.035 0.280 -3.455  0.52
Cl -9.820 -0.066 -0.586  0.52
Cl -8.365 -1.830 -2.380  0.48
C 12.015 -1.376 -3.107  -2.03
Cl 13.695 -0.932 -2.748  0.52
Cl 11.477 -2.622 -1.965  0.50
Cl 10.980 0.061 -2.959  0.50
Cl 11.911 -2.009 -4.762  0.52
C -3.113 -5.125 0.353  -1.99
Cl -4.506 -6.207 0.561  0.52
Cl -3.422 -4.033 -1.006  0.52
Cl -2.869 -4.196 1.859  0.44
Cl -1.671 -6.099 0.005  0.53
C 6.747 -3.503 4.803  -2.01
Cl 8.429 -3.073 5.181  0.50
Cl 6.182 -4.743 5.942  0.51
Cl 5.722 -2.060 4.943  0.51
Cl 6.657 -4.135 3.148  0.50
C -2.020 -9.190 5.052  -2.03
Cl -3.291 -10.240 5.710  0.52
Cl -1.306 -8.234 6.365  0.50
Cl -0.761 -10.188 4.298  0.52
Cl -2.722 -8.105 3.834  0.49
C 6.862 -2.587 9.829  -2.02
Cl 7.040 -0.920 10.411  0.52
Cl 5.186 -3.122 10.067  0.52
Cl 7.266 -2.659 8.102  0.47
Cl 7.957 -3.650 10.736  0.52
C 3.336 8.197 -6.999  -2.03
Cl 2.034 7.825 -5.850  0.50
Cl 4.887 8.244 -6.137  0.52
Cl 3.395 6.944 -8.254  0.50
Cl 3.028 9.774 -7.751  0.52

The calculation returns the following strongest force on any atom values, one per record and in order: 1.17; 0.43; 0.76; 4.58; 3.73 eV/Å.